{"formula": "C4H40HgO17", "method": "ωB97M-V/def2-TZVPD", "symbols": ["Hg", "O", "O", "O", "O", "O", "O", "O", "O", "O", "O", "O", "O", "O", "O", "O", "O", "O", "C", "C", "C", "C", "H", "H", "H", "H", "H", "H", "H", "H", "H", "H", "H", "H", "H", "H", "H", "H", "H", "H", "H", "H", "H", "H", "H", "H", "H", "H", "H", "H", "H", "H", "H", "H", "H", "H", "H", "H", "H", "H", "H", "H"], "positions_angstrom": [[0.27056, -1.22084, 2.83115], [0.75991, -3.38611, 1.94224], [0.45575, -3.10964, -3.10268], [-3.09289, 1.32859, 2.77625], [2.36403, -0.71115, 1.93634], [-1.22205, -0.20227, 1.32347], [0.51773, 1.72601, -3.85226], [-2.39970, -1.69223, -3.86831], [2.78911, 0.17293, -3.86699], [-1.92497, 2.06985, -2.57057], [0.57253, 4.19209, 0.72827], [-0.83051, 2.96708, 2.89373], [2.14132, 2.35283, -1.03289], [2.65478, -3.05507, -0.47220], [-3.57945, -2.10228, 1.19665], [-2.12900, 4.07745, 0.40058], [3.42247, 2.01656, 1.42097], [0.49614, 0.89673, 3.63345], [-1.02670, -5.06384, 1.59235], [-0.12560, -3.94317, 1.02883], [-0.68043, -0.40842, -1.09830], [-0.61189, 0.43392, 0.23162], [-0.13979, -1.35028, -1.00505], [-2.23748, 4.99059, 0.13481], [-1.71808, -1.98833, -3.26503], [2.54918, 2.81713, -1.76387], [-0.36653, 4.21213, 0.54393], [-4.10088, -1.74476, 1.91534], [0.13773, 1.62856, 3.13125], [-0.40555, -5.79011, 2.11658], [0.43239, -4.08276, 0.10294], [3.26553, -2.89525, 0.24729], [-1.69922, -0.54066, -1.46255], [2.51413, 1.47200, -1.07010], [-1.82627, 1.70560, -1.69091], [2.82889, 0.01445, 1.51965], [1.03054, 1.30994, 4.31161], [-0.14160, 0.07632, -1.91242], [0.82919, -3.89229, -2.69744], [-1.05910, 1.38869, -0.04501], [-1.40722, 2.73037, 2.16736], [-1.51748, -5.62361, 0.79618], [0.91453, 3.50404, 0.15743], [1.81810, -3.23160, -0.04205], [2.58063, 0.17290, -2.93278], [-2.56552, 0.76321, 2.21192], [0.64307, 2.67233, -3.92294], [-1.05538, 1.98958, -2.96252], [3.10527, 2.79011, 1.88704], [-3.01744, 3.72120, 0.40355], [0.43177, 0.60297, 0.49678], [-1.77768, -4.79464, 2.33509], [0.72194, -2.39170, -2.52827], [-0.82821, -3.15858, 0.74797], [-2.85174, -1.48809, 1.09946], [-1.97862, -1.00846, -4.38923], [1.40496, 1.36774, -3.82559], [2.96051, 2.03516, 0.58283], [-2.47857, 1.64840, 3.43698], [-0.58631, 3.87613, 2.71985], [3.71192, 0.42405, -3.90694], [3.05723, -1.27155, 2.28513]], "lumo_ev": -1.47, "total_charge": 0, "spin_multiplicity": 1, "largest_force_ev_per_a": 2.84}


{"formula": "C8H24N8O16", "method": "ωB97M-V/def2-TZVPD", "symbols": ["O", "O", "O", "O", "O", "O", "O", "O", "O", "O", "O", "O", "O", "O", "O", "O", "N", "N", "N", "N", "N", "N", "N", "N", "C", "C", "C", "C", "C", "C", "C", "C", "H", "H", "H", "H", "H", "H", "H", "H", "H", "H", "H", "H", "H", "H", "H", "H", "H", "H", "H", "H", "H", "H", "H", "H"], "positions_angstrom": [[-2.57427, -7.53044, 1.01469], [1.40859, 0.98052, -1.91571], [-0.03837, 2.47156, -1.38657], [-4.47295, -0.80305, 3.84760], [3.28732, -5.21466, -5.53874], [-0.90335, 4.15433, 5.30032], [4.31861, -6.41216, -0.21673], [2.44913, -5.46999, 0.45338], [4.18960, -3.34387, -4.79731], [2.77052, 5.49778, 1.25019], [-1.34850, 6.61652, -7.81401], [3.35627, 7.62385, 1.52891], [-1.01563, 4.52499, -7.44118], [-5.70902, 0.82444, 4.39725], [-1.08489, 2.65268, 6.91167], [-3.93100, -6.44814, 2.30248], [-0.68689, 3.70469, 6.44711], [-5.59102, -0.25858, 3.91646], [-0.89580, 5.68642, -7.17696], [-3.17918, -6.53014, 1.25205], [2.49999, 6.73254, 1.25318], [0.70120, 1.52837, -1.11666], [3.09448, -6.39333, -0.12284], [4.27506, -4.51762, -5.16055], [0.03698, 5.91765, -6.08226], [0.63380, 0.92720, 0.28996], [-6.86194, -0.95664, 3.57012], [5.64360, -5.11328, -5.37819], [1.11760, 7.19534, 1.07934], [-3.02010, -5.28156, 0.39866], [2.31623, -7.39483, -0.86018], [0.01596, 4.62620, 7.40023], [-6.64526, -2.02044, 3.47274], [1.53613, 1.26635, 0.79875], [1.43656, -7.57968, -0.24364], [-7.53239, -0.65571, 4.37513], [0.42686, 6.92087, -6.25443], [-7.18022, -0.47788, 2.64406], [6.18736, -4.81167, -4.48295], [1.04345, 4.85784, 7.11970], [-0.50351, 5.56061, 7.61268], [0.78308, 5.12484, -6.02855], [0.60781, -0.12618, 0.01101], [0.73514, 7.61226, 2.01100], [0.90220, 7.87901, 0.25819], [-0.28079, 1.22037, 0.80540], [-2.20523, -5.39361, -0.31655], [1.80512, -6.98378, -1.73076], [0.56586, 6.25979, 0.98757], [6.08515, -4.83076, -6.33387], [-0.56558, 6.00503, -5.17817], [5.55912, -6.19933, -5.41664], [0.04710, 4.11770, 8.36384], [2.99455, -8.21000, -1.11210], [-2.64763, -4.54235, 1.10784], [-3.95712, -4.98995, -0.07576]], "smiles": "C[N+](=O)[O-].C[N+](=O)[O-].C[N+](=O)[O-].C[N+](=O)[O-].C[N+](=O)[O-].C[N+](=O)[O-].C[N+](=O)[O-].C[N+](=O)[O-]", "lumo_ev": -0.34, "total_charge": 0, "e_above_lowest_kcal_mol": 60.4, "spin_multiplicity": 1, "largest_force_ev_per_a": 4.27}